# 1
DFT (ωB97M-V/def2-TZVPD) results for one molecule with the formula C10H16N2O2S.

The LUMO energy comes out at -0.01 eV. Its total charge is 0. As for the energy above the lowest of the compared OMol25 structures with the same formula, charge and spin: 596.16 kJ/mol. Its total energy is -1048.6216 a.u.

Last column: Löwdin charge in e.
CARTESIAN COORDINATES (ANGSTROEM)
S 1.127141 1.807176 -1.897257  0.9459
O 2.431566 2.294331 -1.399400  -0.4841
O -0.393822 3.871742 -0.844865  -0.0499
N 0.317452 0.910359 -1.012259  -0.3191
N -1.300698 3.393275 -0.226039  -0.1024
C 0.912733 0.168383 0.043630  -0.4397
C 2.632534 -4.121535 -1.045452  -0.0034
C 1.764652 -3.252552 -1.586644  -0.1919
C 1.865536 -1.733882 -1.429552  -0.2307
C -1.483887 0.368442 0.966449  -0.1765
C -2.381586 1.270893 1.825826  -0.1713
C -3.195169 2.321678 1.029996  -0.1691
C -2.372021 2.978803 0.052892  -0.0018
C 0.937993 -1.359037 -0.261377  -0.1765
C 0.033356 0.516969 1.289537  -0.1422
H 2.857284 -1.184178 -1.327504  0.1341
H 1.992819 0.447983 0.185128  0.1355
H 0.450512 1.565939 1.525357  0.1420
H 0.391889 -0.124008 2.066872  0.0948
H -1.653602 0.546615 -0.123911  0.1093
H 1.182974 -1.902896 0.695772  0.1346
H 1.449709 -1.323428 -2.372024  0.0996
H -3.201066 0.739609 2.291774  0.1059
H 0.020411 -1.874615 -0.596214  0.1156
H -1.860705 1.809649 2.541068  0.0880
H -1.701878 -0.643060 1.227239  0.0976
H 0.838577 -3.576370 -2.097103  0.1071
H 2.393648 -5.157894 -0.877068  0.0446
H -3.600400 3.097640 1.585975  0.0917
H -3.957701 1.855283 0.298570  0.1519
H 3.501748 -3.711314 -0.529418  0.0605

Forces on atoms 1 to 2 (eV/Å):
S 1.096 1.655 0.387
O -1.143 -0.940 -0.692

# 2
DFT (ωB97M-V/def2-TZVPD) results for C12H23BClGaN3O4 as an isolated structure.

The LUMO energy comes out at 2.40 eV. Its total charge is -1. Its total energy is -3346.2954 a.u.

Last column: Löwdin charge in e.
CARTESIAN COORDINATES (ANGSTROEM)
Ga 1.389087 0.444414 -1.628714  0.1305
Cl -0.320626 -1.083337 -1.751160  -0.0265
O 2.222397 4.447031 -1.509653  0.0906
O -0.752968 -2.035024 2.084125  0.0036
O -1.226606 3.100249 0.806608  0.0200
O 2.299570 3.035302 0.399248  0.0841
N 3.462573 1.119282 -5.337754  0.0309
N -2.193226 -3.767579 1.897098  -0.2030
N -1.973895 1.954852 2.596465  -0.1899
C 3.465958 -0.855266 -3.378674  -0.1269
C -1.348052 0.728848 2.103805  -0.0319
C -1.838212 3.071402 1.855681  -0.3398
C 2.611084 0.238263 -3.233847  -0.2439
C 2.660919 1.173281 -4.267137  -0.1912
C 4.287540 -0.957686 -4.491655  -0.1046
C 0.714650 2.343848 -1.517797  -0.1637
C 4.258056 0.058103 -5.431911  -0.2047
C -2.702413 1.935212 3.840180  -0.0740
C -2.862228 -4.727653 1.050927  -0.0694
C -2.445270 -3.767902 3.322812  -0.0547
C -1.324573 -2.853055 1.392939  -0.3270
B 1.753608 3.278364 -0.870108  -0.7695
H 3.486391 -1.621859 -2.608729  0.0912
H -1.198676 -2.913836 0.300859  0.0919
H 2.002424 2.039234 -4.225553  0.0868
H -3.948106 -4.611270 1.106184  0.0844
H -1.539146 -0.077942 2.805377  0.0621
H -0.271804 0.855662 1.992825  0.1038
H 2.812240 4.253901 -2.242388  0.0804
H 0.463641 2.748267 -2.503371  0.0372
H 4.946944 -1.806306 -4.641386  0.0860
H -2.550206 -4.573764 0.019603  0.0861
H -1.742509 0.461874 1.123893  0.0959
H -3.539237 1.233454 3.790805  0.0843
H -1.521391 -3.937329 3.878179  0.0891
H -2.850725 -2.806632 3.643588  0.0856
H -2.610795 -5.751336 1.342192  0.0838
H 1.681028 3.249462 1.101700  0.0793
H -2.053364 1.636385 4.667296  0.0862
H 2.244473 0.033502 -0.345382  -0.0408
H -2.331215 3.959405 2.291752  0.1290
H -3.158501 -4.555790 3.558348  0.0800
H -0.155841 2.356123 -0.855356  0.0169
H 4.911357 0.010087 -6.300900  0.0861
H -3.095684 2.929759 4.049107  0.0757

Forces on atoms 1 to 2 (eV/Å):
Ga 0.533 0.350 0.365
Cl -0.133 -0.052 -0.105

# 3
DFT (ωB97M-V/def2-TZVPD) results for a 4-piece molecular cluster, C12H28N4O4 overall.

The LUMO energy comes out at 0.22 eV. Its total charge is 0. As for the energy above the lowest of the compared OMol25 structures with the same formula, charge and spin: 324.12 kJ/mol. As for the SMILES: CN(C)C=O.CN(C)C=O.CN(C)C=O.CN(C)C=O. Its total energy is -993.9689 a.u.

Last column: Löwdin charge in e.
CARTESIAN COORDINATES (ANGSTROEM)
O 0.130779 3.254909 -0.882706  0.0193
O 0.965989 -3.347351 -1.142616  0.0031
O -2.750801 -1.152941 2.476694  0.0035
O -5.181431 -4.318191 -0.306216  0.0133
N 1.931489 3.972189 0.288714  -0.1905
N -0.901411 0.159939 2.435194  -0.1648
N 1.977589 -1.349231 -1.296946  -0.1997
N -3.495141 -3.115331 -1.276006  -0.1619
C 2.327109 -1.565231 -2.714076  -0.0233
C 0.205369 0.820489 3.123124  -0.0728
C -2.778571 -1.820151 -1.446136  -0.0442
C 3.317019 4.437169 0.223094  -0.0608
C -4.671381 -3.262151 -0.623626  -0.3574
C 1.249329 3.697449 -0.859416  -0.3509
C 2.377159 -0.173141 -0.642176  -0.0937
C 1.392089 3.851719 1.637264  -0.0440
C -1.708551 -0.800961 3.005184  -0.3242
C 1.461349 -2.386151 -0.577786  -0.3175
C -2.819331 -4.237151 -1.987156  -0.0367
C -1.319321 0.714189 1.080394  -0.0069
H 3.561089 4.740729 -0.794936  0.0819
H -2.946981 -1.194831 -2.322906  0.0858
H 0.387199 3.461679 1.475484  0.0713
H 2.333499 0.688489 -1.308356  0.0887
H -1.409421 -1.119261 4.015824  0.1321
H -0.158511 1.764039 3.529824  0.0871
H 3.986829 3.660879 0.592964  0.0856
H -2.889451 -4.039251 -3.056746  0.0810
H 1.346199 4.846889 2.079554  0.0958
H -2.990861 -1.248601 -0.542606  0.0525
H 3.412669 -0.264621 -0.314396  0.0867
H 1.687039 -2.291131 0.495634  0.1415
H -1.662521 1.748729 1.085834  0.0846
H -0.369891 0.745439 0.545884  0.0572
H 1.897779 3.140539 2.290404  0.0780
H -1.704291 -2.000831 -1.409046  0.0726
H -3.237031 -5.242861 -1.940656  0.0828
H 1.880119 0.017499 0.308994  0.0660
H 1.605999 -2.317501 -3.033756  0.0807
H -2.035761 0.150509 0.482824  0.0532
H 2.180619 -0.701031 -3.361986  0.0865
H 0.520949 0.195749 3.958724  0.0847
H 3.342649 -1.944121 -2.829046  0.0915
H 3.468059 5.318679 0.846174  0.0845
H 1.786309 4.032229 -1.760406  0.1339
H -1.772611 -4.276801 -1.685656  0.0726
H 1.082459 0.996689 2.500404  0.0595
H -5.011441 -2.247971 -0.362836  0.1320

Forces on atoms 1 to 2 (eV/Å):
O -0.715 -0.530 -0.265
O 0.011 -0.027 1.082